# 1
A molecular structure, C16H29Br9F3N3O5, computed with ωB97M-V/def2-TZVPD.

Summary:
Orbital gap (eV): 8.5
ΔE to the lowest compared entry with this formula, charge and spin (kcal/mol): 17.80
E_tot (eV): -670302.8787

Element x y z (Å)
C -2.1711 2.1509 2.0824
C -2.0879 3.4998 1.3875
O -1.0705 3.7853 0.7673
N -3.0970 4.3597 1.5992
C -3.1735 5.6648 0.9705
H -2.5255 1.4227 1.3450
H -2.9339 2.1134 2.8640
H -1.2234 1.8351 2.5006
H -3.8795 4.0421 2.1403
H -2.7724 5.6369 -0.0401
H -2.5802 6.3925 1.5285
H -4.2165 5.9710 0.9660
C 0.3618 1.2638 -1.1163
C 1.1739 0.4226 -0.1680
O 1.9008 -0.4862 -0.5717
N 1.1122 0.7740 1.1217
C 2.0205 0.1708 2.0965
H -0.4835 1.7186 -0.6036
H 0.0177 0.5884 -1.8996
H 1.0233 1.9829 -1.5957
H 0.4204 1.4120 1.4659
H 3.0175 0.5799 1.9187
H 2.0273 -0.9045 1.9414
H 1.7463 0.4844 3.0967
C 3.1427 -3.6405 0.2809
C 2.5292 -5.0115 0.1755
O 2.5872 -5.6534 -0.8676
N 1.9724 -5.5737 1.2807
C 1.8606 -5.0073 2.5925
H 3.6783 -3.5030 1.2216
H 2.3728 -2.8703 0.1902
H 3.8674 -3.4792 -0.5113
H 1.6206 -6.5122 1.2040
H 0.8961 -5.0613 3.0988
H 2.1934 -3.9718 2.6816
H 2.5750 -5.4666 3.2948
C 0.4109 -3.4358 -3.6033
C 0.6366 -2.4907 -2.4329
O -0.5311 -1.7057 -2.1725
C -1.4659 -2.2423 -1.4215
O -1.4455 -3.3509 -0.9849
C -2.7030 -1.3272 -1.2587
F -2.3608 -0.0649 -1.5242
F -3.6933 -1.7040 -2.0954
F -3.2024 -1.4417 -0.0229
H 1.2352 -4.1346 -3.7138
H 0.2063 -2.9609 -4.5664
H -0.5339 -3.9542 -3.4219
H 1.4783 -1.8025 -2.4809
H 0.9154 -3.0774 -1.5551
C 3.4391 4.4867 -3.1232
Br 2.7297 2.7488 -3.6193
Br 2.0135 5.8539 -3.0214
Br 4.9230 5.0775 -4.2238
H 3.7623 4.3385 -2.1038
C -1.7010 3.8585 -1.5672
Br -1.3820 5.6825 -2.2064
Br -1.6028 2.6684 -3.1111
Br -3.4412 3.6565 -0.7127
H -0.9533 3.5045 -0.8678
C -1.7582 -1.5312 3.5827
Br -0.8133 -2.0364 1.9262
Br -3.6198 -1.2006 3.2973
Br -0.7214 -0.0827 4.4359
H -1.7236 -2.4619 4.1299

Forces on the atoms, in the same order (eV/Å):
-1.199 0.078 -0.408
1.269 -0.348 2.453
0.234 0.424 1.473
0.461 1.032 2.364
0.650 0.887 1.180
0.313 -0.106 -0.079
0.156 0.178 0.114
0.023 0.197 -0.116
0.011 -0.034 0.057
-0.111 0.522 0.592
-0.104 0.040 0.144
0.016 0.099 -0.188
0.102 -1.029 0.066
0.218 0.078 -0.736
-0.104 0.252 0.379
0.399 -0.286 1.160
0.149 0.651 -0.728
0.145 0.038 -0.136
-0.088 0.226 0.108
-0.131 0.229 0.231
-0.025 0.280 -0.371
0.138 -0.296 -0.043
0.085 -0.063 0.367
-0.234 -0.307 0.052
-0.009 0.246 0.354
0.519 -0.829 -0.746
-0.191 0.340 0.227
-0.535 0.462 0.578
1.208 0.498 1.560
-0.157 0.056 0.041
0.080 0.080 0.116
-0.174 -0.228 -0.210
0.073 -0.050 -0.498
-0.293 -0.160 -0.602
-0.373 0.102 -0.679
-0.166 -0.402 -0.160
-0.802 0.383 -0.153
1.103 -0.837 0.067
-0.260 0.910 0.023
-0.028 -0.511 -0.673
-0.261 -0.480 0.636
-0.005 -0.309 -0.206
-0.598 -0.028 0.344
0.539 0.216 0.049
0.161 0.419 -0.209
-0.040 -0.090 0.113
0.475 0.426 0.121
0.307 -0.473 0.237
-0.322 0.273 -0.616
-0.543 -0.126 0.066
-0.550 0.263 0.010
0.210 0.451 -0.230
0.815 -0.720 -0.168
-0.464 -0.267 0.327
0.286 0.249 -0.053
-0.799 -0.279 -2.259
-0.272 -0.501 0.513
-0.205 0.357 -0.278
-0.937 -2.536 -5.503
-0.191 0.580 -0.444
0.865 -0.188 -0.812
-0.375 0.134 0.492
0.175 0.334 0.051
-0.876 -0.870 0.060
0.241 0.364 0.580

Atom charges from the Löwdin analysis, given in e for atoms 1 to 2: atom 1 (C): -0.02, atom 2 (C): -0.68

# 2
8 unconnected molecules or ions with the total composition C16H29Cl14N2O6, computed with ωB97M-V/def2-TZVPD.

Summary:
Orbital gap (eV): 6.6
Charge: -1
E_tot (eV): -207643.4301

Element x y z (Å)
C -4.8836 -0.3055 -0.0999
C -4.3654 0.8158 -0.9466
O -3.8747 0.6400 -2.0285
O -4.5559 2.0043 -0.3734
C -3.7567 3.1190 -0.8526
C -2.3518 3.1875 -0.2958
O -1.5530 2.1764 -0.8257
N -2.2846 3.1886 1.1771
C -2.3316 1.8741 1.8199
C -0.9698 1.2429 2.0958
O -0.0507 1.9002 2.4874
N -0.8111 -0.1774 1.9239
C -2.0176 -0.8958 2.3297
C -0.4606 -0.4960 0.5359
C -1.7363 4.5424 -0.7995
O -0.5279 4.6782 -0.5185
O -2.4858 5.3045 -1.4307
H -4.6620 -0.1255 0.9435
H -5.9656 -0.3288 -0.1897
H -4.4583 -1.2377 -0.4333
H -4.2634 4.0080 -0.5136
H -3.7224 3.1572 -1.9297
H -0.6536 2.4129 -0.5479
H -3.1187 3.6667 1.4908
H -2.7307 2.0429 2.8118
H -2.9803 1.1498 1.3372
H -1.7679 -1.8269 2.8272
H -2.6505 -1.1516 1.4793
H -2.6323 -0.3074 3.0021
H -0.1931 -1.5383 0.4309
H -1.2854 -0.2854 -0.1458
H 0.3511 0.1473 0.2119
C 2.7432 3.1030 -1.2411
Cl 2.2504 1.6252 -0.3981
Cl 4.5194 3.2233 -1.3546
H 2.3353 3.0769 -2.2419
H 2.3451 3.9505 -0.7007
C 1.5239 -4.6264 1.6201
Cl 0.1515 -5.7292 1.4265
Cl 0.9833 -2.9980 2.0138
H 2.1625 -4.9942 2.4139
H 2.0625 -4.5908 0.6813
C -3.6020 -4.2987 -1.2015
Cl -5.2540 -4.0088 -0.6305
Cl -2.3899 -3.7392 -0.0510
H -3.4737 -5.3637 -1.3479
H -3.4642 -3.7650 -2.1339
C -1.6262 3.2336 5.1706
Cl -2.6919 1.8351 5.4055
Cl -2.1219 4.6112 6.1655
H -0.6216 2.9460 5.4498
H -1.6568 3.5238 4.1256
C 3.4599 -3.0209 -1.9615
Cl 2.9568 -4.7239 -2.0410
Cl 2.3314 -2.0116 -1.0569
H 4.4329 -2.9743 -1.4832
H 3.5216 -2.6268 -2.9684
C 8.1381 -3.0607 -1.1114
Cl 7.9285 -1.4374 -1.7682
Cl 6.5918 -3.9036 -0.9064
H 8.7479 -3.6358 -1.7966
H 8.6175 -2.9864 -0.1436
C 5.6692 0.2620 -4.6210
Cl 5.2534 -1.4023 -4.1887
Cl 7.4145 0.5451 -4.5420
H 5.3317 0.4484 -5.6321
H 5.1803 0.9313 -3.9236

Forces on the atoms, in the same order (eV/Å):
-0.253 0.294 0.163
0.029 -0.207 -0.315
0.153 0.058 -0.282
0.374 0.139 0.388
-0.096 -0.032 -0.044
0.252 0.733 -0.152
0.103 -0.907 0.443
-0.397 -0.654 0.184
0.060 0.071 -0.171
0.162 -0.052 -0.231
0.463 0.339 0.053
-0.556 0.024 0.051
-0.128 -0.219 -0.236
-0.145 0.469 -0.169
0.386 0.390 0.149
0.222 -0.322 -0.143
-0.262 0.200 -0.053
0.052 -0.036 0.237
-0.204 -0.135 -0.068
0.037 -0.225 -0.076
-0.279 0.145 0.074
-0.054 -0.231 -0.261
0.096 0.317 -0.196
0.077 0.335 0.107
-0.339 -0.053 0.254
-0.066 -0.032 -0.195
0.177 -0.173 0.130
-0.090 -0.024 -0.187
0.074 0.080 0.308
0.081 -0.062 0.046
-0.266 0.003 -0.114
0.191 -0.177 0.092
-0.159 -0.126 0.058
0.163 0.216 -0.107
-0.126 0.033 -0.043
0.031 -0.035 -0.067
0.027 0.092 0.116
0.034 0.079 -0.064
0.085 -0.170 0.039
0.148 -0.127 0.353
-0.078 -0.018 0.073
-0.028 0.014 -0.084
0.054 0.023 -0.078
-0.030 -0.083 -0.019
-0.021 0.014 -0.010
-0.024 -0.032 0.054
-0.032 0.083 0.013
0.077 0.022 -0.149
0.017 -0.006 0.116
0.001 -0.003 0.005
0.007 -0.030 0.035
-0.006 0.009 -0.015
0.037 0.236 -0.028
0.020 0.027 0.039
0.026 -0.136 -0.029
-0.254 0.014 -0.042
-0.180 -0.205 0.072
0.038 0.068 0.021
0.076 -0.074 0.076
0.248 -0.149 0.068
-0.042 -0.016 -0.060
-0.060 0.014 0.053
-0.022 0.097 0.047
0.097 0.107 -0.195
-0.046 0.071 -0.080
0.047 -0.046 -0.050
0.023 -0.018 0.095

Atom charges from the Löwdin analysis, given in e for atoms 1 to 2: atom 1 (C): 0.01, atom 2 (C): -0.57

# 3
A molecular structure, C16H29CuN7O4P2, computed with ωB97M-V/def2-TZVPD.

Summary:
Orbital gap (alpha / beta) (eV): 8.2 / 6.6
Multiplicity: 2
E_tot (eV): -98901.0356
⟨S²⟩: 0.7683

Element x y z (Å)
Cu 0.3611 0.8303 1.7758
C -0.4370 1.9430 3.2355
C 0.1277 2.9157 2.3607
C -0.9190 3.5078 1.6616
C -2.1428 2.9214 2.0931
C -1.8608 1.9810 3.0409
H 0.0396 1.5551 4.1210
H 1.1502 3.2508 2.3800
H -0.8277 4.2693 0.9062
H -3.1168 3.1874 1.7192
H -2.5670 1.3808 3.5857
C -1.0653 -2.0296 1.9183
N -1.0092 -1.8215 0.4864
C -1.9317 -2.6567 -0.2555
P 0.3828 -1.3294 -0.2771
O 1.2399 -0.3956 0.4702
O -0.2247 -0.6685 -1.6218
P -0.6974 0.9053 -1.5560
O -0.7413 1.4066 -0.1760
N -2.1413 0.9377 -2.3528
C -2.2134 0.3469 -3.6713
C -3.3839 1.0277 -1.6195
N 0.3798 1.5473 -2.6659
C 1.7908 1.3384 -2.3993
C 0.0800 2.9077 -3.0710
N 1.2289 -2.6266 -0.8829
C 2.2706 -3.1357 -0.0097
C 1.3740 -2.9420 -2.2852
H -2.0384 -1.6937 2.2814
H -0.2843 -1.4462 2.3957
H -0.9304 -3.0830 2.1814
H -2.9431 -2.4605 0.1030
H -1.7151 -3.7223 -0.1315
H -1.8715 -2.4104 -1.3122
H -1.2062 0.3133 -4.0806
H -2.8471 0.9599 -4.3173
H -2.6247 -0.6680 -3.6427
H -3.1634 1.3986 -0.6218
H -3.8857 0.0585 -1.5410
H -4.0571 1.7235 -2.1279
H 1.9519 0.3124 -2.0744
H 2.1716 2.0127 -1.6270
H 2.3433 1.5083 -3.3242
H -0.9958 3.0006 -3.2020
H 0.5778 3.0978 -4.0226
H 0.4198 3.6424 -2.3353
H 2.1396 -2.7166 0.9864
H 3.2669 -2.8528 -0.3607
H 2.2017 -4.2228 0.0483
H 0.6122 -2.4138 -2.8512
H 1.2433 -4.0176 -2.4293
H 2.3572 -2.6501 -2.6680
O 1.3219 -0.3875 3.0924
N 2.2710 0.1950 3.7574
C 3.3772 -0.4396 4.0190
C 3.7097 -1.7290 3.5368
N 3.9475 -2.7484 3.0621
C 4.3474 0.2039 4.8182
N 5.1567 0.6823 5.4759

Forces on the atoms, in the same order (eV/Å):
0.044 -0.037 0.355
0.243 0.046 0.337
0.085 0.865 0.154
0.314 -0.039 0.055
-0.231 0.032 -0.024
-0.389 -0.083 -0.036
0.113 -0.058 0.039
0.174 0.046 -0.015
0.045 0.079 -0.102
-0.139 -0.022 -0.043
-0.134 -0.120 0.049
0.059 0.142 0.209
0.723 0.345 -0.136
0.033 0.014 -0.185
-0.656 -1.676 -1.257
0.258 0.199 0.346
0.225 0.292 0.380
-0.074 -0.433 -1.513
-0.239 0.017 0.014
0.711 -0.014 0.463
0.015 0.012 -0.233
-0.144 0.190 0.170
-0.708 -0.294 0.901
0.277 -0.218 -0.026
-0.092 0.186 -0.219
-0.436 0.983 0.165
0.016 -0.188 0.294
-0.209 -0.040 -0.147
0.008 -0.021 0.086
-0.055 -0.167 0.240
0.024 -0.018 0.008
-0.045 -0.016 -0.053
0.031 -0.021 0.035
-0.161 -0.065 -0.101
-0.109 -0.066 -0.213
0.027 -0.038 -0.025
-0.002 0.012 0.040
-0.162 0.040 0.085
0.042 -0.051 -0.005
-0.009 -0.025 0.071
0.161 0.072 -0.051
0.016 0.018 0.022
0.062 -0.006 0.025
0.018 0.191 -0.086
-0.027 0.109 -0.008
0.009 0.047 0.005
0.159 -0.146 0.107
-0.025 0.014 -0.011
0.094 -0.027 0.048
0.025 -0.109 -0.152
0.057 0.026 -0.083
0.033 -0.010 0.033
1.052 -0.297 0.260
-0.692 0.647 -0.001
-0.653 -0.107 -0.248
-0.311 -0.661 -0.532
0.050 -0.145 0.023
0.296 0.464 0.342
0.204 0.133 0.143

Atom charges from the Löwdin analysis, given in e for atoms 1 to 2: atom 1 (Cu): 0.50, atom 2 (C): -0.22

# 4
A molecular structure, C16H29FeO, computed with ωB97M-V/def2-TZVPD.

Summary:
Orbital gap (alpha / beta) (eV): 7.2 / 6.1
Multiplicity: 6
Charge: +2
ΔE to the lowest compared entry with this formula, charge and spin (kcal/mol): 83.60
E_tot (eV): -53476.6805
⟨S²⟩: 8.8473

Element x y z (Å)
C 0.9304 1.7692 -0.9896
H 1.9164 2.1510 -0.6079
H 1.1810 1.3069 -1.9177
H 1.8719 0.8743 1.1447
C -0.0547 2.9238 -0.9525
H -1.1067 2.7550 -1.2724
H -0.0867 3.2759 0.1010
C 0.6077 4.0250 -1.8036
H -0.0577 4.8579 -2.0524
H 1.4775 4.4267 -1.2537
H 1.0021 3.6229 -2.7558
C -0.7609 -1.6419 0.1114
C -1.3951 -0.7717 -0.8188
C -0.4390 -0.4305 -1.8243
C 0.8140 -1.0606 -1.4846
C 0.6154 -1.7883 -0.2613
C 1.5789 -2.7256 0.3699
C 2.0120 -1.1860 -2.3756
C -0.7441 0.2499 -3.1182
C -2.8473 -0.4820 -0.8505
C -1.4349 -2.3916 1.1873
Fe 0.5634 0.4709 0.2303
H 2.9100 -1.4863 -1.8128
H 1.8026 -1.9746 -3.1206
H 2.2496 -0.2606 -2.9204
H 2.6009 -2.5390 0.0193
H 1.5726 -2.6517 1.4668
H 1.3084 -3.7575 0.0998
H -2.3276 -1.8665 1.5470
H -1.7587 -3.3595 0.7809
H -0.7793 -2.5994 2.0427
H -3.0729 0.4028 -1.4553
H -3.3590 -1.3438 -1.3015
H -3.2662 -0.3305 0.1545
H 0.0661 0.8952 -3.4935
H -0.9135 -0.5402 -3.8701
H -1.6597 0.8585 -3.0553
C -1.1450 0.7261 3.9107
C -0.1368 0.0815 3.0574
C 0.9934 -0.6783 3.6303
O -0.3693 0.1717 1.8206
H -0.8604 0.6031 4.9551
H -2.1180 0.2515 3.6996
H -1.2090 1.7911 3.6323
H 0.9548 -1.7456 3.3456
H 1.9765 -0.2702 3.3376
H 0.8969 -0.6090 4.7236

Forces on the atoms, in the same order (eV/Å):
2.040 2.669 -0.012
-0.757 -0.090 -0.380
-0.100 -0.181 -0.701
-0.472 -0.215 -0.738
-0.416 0.563 0.467
0.781 -0.371 0.082
-0.231 -0.046 -0.553
0.650 0.282 -0.278
-0.023 -0.251 0.222
-0.389 -0.084 -0.277
-0.303 0.126 0.370
-0.859 -0.266 -0.551
0.482 0.020 -0.109
-1.217 -0.056 -0.081
0.760 -1.745 0.663
1.033 0.221 -1.293
0.310 -0.004 0.167
0.121 0.146 0.132
-0.127 0.109 0.062
-0.357 0.275 0.084
-0.179 -0.047 0.284
0.516 -0.825 0.792
-0.379 0.098 -0.240
0.105 0.266 0.187
-0.147 -0.304 0.097
-0.261 -0.131 0.137
-0.017 -0.104 -0.362
0.087 0.176 0.095
0.155 -0.174 -0.141
-0.022 0.045 0.119
-0.099 -0.029 -0.317
-0.022 -0.221 0.141
-0.031 0.210 0.083
0.124 -0.051 -0.305
-0.219 -0.380 0.124
0.019 0.253 0.112
0.325 -0.309 -0.035
0.137 0.055 0.577
-0.919 0.129 -1.038
0.172 -0.083 0.732
0.081 -0.005 1.931
-0.417 0.239 -0.012
0.231 0.238 0.149
-0.104 -0.329 0.150
-0.010 0.491 -0.018
-0.379 -0.092 -0.124
0.325 -0.216 -0.395

Atom charges from the Löwdin analysis, given in e for atoms 1 to 2: atom 1 (C): -0.26, atom 2 (H): 0.10